{
  "formula": "C35H67FN10O11",
  "method": "the ωB97M-V functional and the def2-TZVPD basis",
  "elements": ["O", "C", "C", "C", "C", "C", "C", "C", "C", "O", "N", "F", "H", "H", "H", "H", "C", "N", "C", "C", "O", "H", "H", "H", "H", "H", "H", "H", "C", "N", "C", "C", "O", "H", "H", "H", "H", "H", "H", "H", "C", "N", "C", "C", "O", "H", "H", "H", "H", "H", "H", "H", "C", "N", "C", "C", "O", "H", "H", "H", "H", "H", "H", "H", "C", "N", "C", "C", "O", "H", "H", "H", "H", "H", "H", "H", "C", "N", "C", "C", "O", "H", "H", "H", "H", "H", "H", "H", "C", "N", "C", "C", "O", "H", "H", "H", "H", "H", "H", "H", "C", "N", "C", "C", "O", "H", "H", "H", "H", "H", "H", "H", "C", "N", "C", "C", "O", "H", "H", "H", "H", "H", "H", "H"],
  "xyz": [[0.935, -1.193, 1.752], [0.557, -1.547, 0.671], [0.216, -2.982, 0.223], [0.306, -4.241, 0.927], [-0.136, -5.459, 0.150], [-0.642, -5.361, -1.232], [-0.688, -4.062, -1.915], [-0.258, -2.892, -1.182], [-0.209, -1.408, -1.576], [-0.490, -0.851, -2.599], [0.332, -0.636, -0.448], [-0.615, 0.335, -0.151], [0.680, -4.279, 1.972], [-0.101, -6.460, 0.642], [-0.971, -6.278, -1.779], [-1.039, -3.933, -2.958], [1.434, 2.552, -0.259], [2.880, 2.640, -0.239], [3.513, 3.910, -0.537], [3.657, 1.575, 0.052], [4.876, 1.580, 0.088], [1.075, 2.817, -1.257], [1.024, 3.250, 0.475], [1.103, 1.545, -0.017], [4.169, 3.791, -1.402], [4.116, 4.221, 0.318], [2.761, 4.668, -0.749], [3.075, 0.663, 0.263], [-6.294, -3.603, -4.192], [-4.848, -3.535, -4.163], [-4.192, -2.271, -4.462], [-4.083, -4.607, -3.866], [-2.864, -4.602, -3.830], [-6.646, -3.335, -5.191], [-6.701, -2.897, -3.464], [-6.642, -4.607, -3.948], [-3.532, -2.406, -5.323], [-3.589, -1.968, -3.605], [-4.926, -1.501, -4.681], [-4.670, -5.516, -3.654], [-3.661, 0.586, 0.785], [-4.338, 1.239, 1.887], [-3.958, 2.593, 2.244], [-5.314, 0.625, 2.596], [-5.919, 1.117, 3.532], [-2.594, 0.530, 1.004], [-3.815, 1.170, -0.126], [-4.047, -0.422, 0.632], [-3.613, 2.610, 3.280], [-4.828, 3.247, 2.157], [-3.165, 2.950, 1.589], [-5.524, -0.398, 2.244], [5.037, -6.229, -2.031], [4.344, -5.598, -0.926], [4.709, -4.244, -0.547], [3.368, -6.228, -0.233], [2.753, -5.750, 0.701], [6.105, -6.280, -1.804], [4.887, -5.636, -2.936], [4.661, -7.238, -2.199], [5.044, -4.237, 0.492], [3.833, -3.597, -0.634], [5.504, -3.870, -1.191], [3.168, -7.249, -0.599], [3.378, 1.269, 5.863], [3.128, 1.809, 4.544], [3.294, 0.949, 3.386], [2.743, 3.097, 4.355], [2.518, 3.606, 3.266], [4.413, 0.921, 5.919], [2.703, 0.428, 6.041], [3.214, 2.026, 6.629], [4.047, 1.381, 2.725], [2.347, 0.890, 2.846], [3.603, -0.050, 3.692], [2.645, 3.669, 5.296], [-3.643, 1.566, -8.354], [-3.803, 1.627, -6.914], [-3.381, 2.824, -6.209], [-4.331, 0.605, -6.205], [-4.489, 0.596, -4.998], [-2.586, 1.680, -8.604], [-4.214, 2.376, -8.814], [-4.000, 0.613, -8.745], [-2.618, 2.560, -5.475], [-4.237, 3.252, -5.683], [-2.979, 3.554, -6.909], [-4.617, -0.255, -6.835], [3.162, 0.070, -5.356], [2.102, 0.114, -6.343], [0.729, -0.062, -5.908], [2.351, 0.313, -7.659], [1.506, 0.360, -8.533], [3.148, -0.901, -4.856], [2.999, 0.859, -4.617], [4.135, 0.217, -5.823], [0.299, -0.928, -6.416], [0.150, 0.824, -6.180], [0.685, -0.211, -4.831], [3.424, 0.434, -7.882], [4.387, 8.063, 6.633], [3.452, 7.017, 6.998], [2.888, 7.013, 8.336], [3.088, 6.044, 6.132], [2.310, 5.141, 6.380], [5.250, 8.023, 7.301], [3.896, 9.034, 6.733], [4.725, 7.940, 5.605], [3.147, 6.076, 8.833], [1.801, 7.081, 8.269], [3.273, 7.852, 8.913], [3.572, 6.139, 5.146], [-2.255, -1.789, 6.998], [-2.892, -1.646, 5.705], [-3.568, -0.401, 5.386], [-2.878, -2.635, 4.781], [-3.394, -2.574, 3.680], [-3.005, -1.669, 7.783], [-1.488, -1.018, 7.108], [-1.790, -2.770, 7.095], [-4.617, -0.608, 5.169], [-3.109, 0.038, 4.497], [-3.497, 0.297, 6.218], [-2.340, -3.536, 5.121]],
  "atomic_forces_ev_per_a": [[-0.204, 0.125, -0.505], [-0.563, -1.234, 0.590], [-0.470, -0.789, -1.722], [-1.051, -0.150, -2.778], [-0.221, 2.290, -0.604], [0.954, 1.806, 1.389], [0.855, 0.379, 1.662], [0.399, -1.098, 1.707], [0.118, -0.909, -0.145], [-0.161, -0.478, 0.328], [-0.096, -1.807, -0.345], [0.056, 0.226, 0.332], [-0.330, -0.162, -1.035], [0.028, 1.101, -0.474], [0.321, 0.988, 0.631], [0.203, -0.378, 0.943], [0.192, 0.271, 0.052], [0.090, -0.409, -0.005], [0.266, -0.177, 0.101], [-0.196, 0.141, -0.026], [0.000, 0.124, -0.060], [-0.172, -0.059, 0.056], [-0.104, -0.069, -0.025], [0.256, 0.239, -0.010], [0.025, 0.135, 0.040], [-0.008, 0.099, -0.087], [-0.030, -0.122, 0.048], [-0.094, 0.035, -0.010], [0.195, 0.209, -0.024], [0.192, -0.511, 0.091], [0.061, -0.344, 0.060], [-0.321, 0.227, -0.080], [-0.060, -0.037, -0.112], [-0.155, -0.020, 0.076], [-0.147, -0.054, -0.074], [0.093, 0.028, -0.005], [0.052, 0.111, 0.063], [0.017, 0.161, -0.135], [0.013, -0.120, 0.137], [-0.031, 0.010, 0.003], [0.038, 0.282, 0.107], [-0.274, -0.306, 0.104], [-0.210, -0.086, 0.177], [0.055, -0.061, -0.152], [0.140, 0.164, -0.024], [-0.036, -0.093, -0.139], [0.112, -0.134, -0.084], [-0.021, 0.059, 0.104], [0.004, 0.158, -0.043], [0.110, 0.087, 0.070], [-0.043, -0.117, 0.004], [0.080, -0.004, -0.041], [0.019, 0.275, 0.127], [-0.240, -0.335, 0.054], [-0.213, -0.055, 0.192], [0.176, 0.056, -0.125], [0.226, 0.017, 0.012], [0.005, -0.078, -0.163], [0.102, -0.131, -0.072], [-0.031, 0.066, 0.069], [-0.007, 0.151, -0.048], [0.107, 0.087, 0.060], [-0.056, -0.105, -0.003], [0.044, -0.004, -0.059], [-0.009, -0.050, -0.295], [-0.104, 0.342, -0.098], [-0.064, 0.296, -0.125], [0.100, -0.201, 0.452], [0.079, -0.198, -0.142], [-0.044, -0.067, 0.172], [0.093, -0.023, 0.164], [-0.024, 0.028, -0.110], [-0.022, -0.154, -0.060], [0.095, -0.140, -0.080], [-0.043, 0.078, 0.054], [0.004, -0.365, -0.430], [0.107, 0.218, 0.172], [-0.195, -0.415, 0.008], [-0.087, -0.155, 0.231], [0.112, 0.237, -0.137], [0.033, 0.349, -0.111], [-0.064, -0.035, -0.163], [0.057, -0.074, -0.139], [0.008, 0.029, 0.098], [-0.032, 0.142, 0.022], [0.121, 0.077, 0.042], [-0.041, -0.120, -0.033], [0.026, 0.009, -0.073], [-0.309, -0.012, 0.010], [0.296, 0.072, -0.345], [-0.028, 0.015, -0.209], [-0.011, -0.029, 0.188], [-0.078, -0.008, 0.137], [0.132, 0.074, 0.101], [0.152, -0.081, 0.083], [-0.088, 0.001, -0.046], [-0.122, 0.065, 0.081], [-0.106, -0.097, 0.057], [0.054, 0.018, -0.072], [0.034, -0.007, 0.063], [-0.145, -0.052, 0.240], [-0.004, -0.204, -0.355], [-0.135, -0.227, -0.118], [0.128, 0.260, -0.004], [-0.053, 0.527, 0.651], [0.052, 0.137, -0.099], [0.159, 0.056, -0.056], [-0.069, -0.061, 0.053], [-0.094, 0.075, 0.094], [0.035, -0.023, 0.147], [0.030, -0.028, -0.118], [0.010, -0.002, -0.005], [-0.151, 0.214, -0.160], [0.169, -0.427, -0.101], [-0.096, -0.196, -0.248], [0.006, 0.158, 0.135], [-0.011, 0.142, 0.051], [0.143, -0.024, 0.109], [0.022, -0.076, 0.162], [-0.048, 0.034, -0.077], [0.025, 0.219, -0.032], [-0.124, 0.105, 0.031], [0.042, -0.110, -0.010], [0.021, 0.012, 0.065]],
  "lowdin_charge": [0.13, -0.32, -0.05, 0.02, -0.03, -0.03, 0.01, -0.05, -0.31, 0.13, 0.05, -0.01, 0.12, 0.10, 0.11, 0.09, -0.05, -0.18, -0.04, -0.37, -0.01, 0.09, 0.09, 0.05, 0.09, 0.09, 0.09, 0.12, -0.05, -0.19, -0.04, -0.33, -0.01, 0.09, 0.09, 0.08, 0.10, 0.10, 0.06, 0.13, -0.05, -0.20, -0.04, -0.37, 0.00, 0.07, 0.09, 0.09, 0.09, 0.09, 0.09, 0.14, -0.06, -0.20, -0.04, -0.34, 0.00, 0.09, 0.09, 0.08, 0.09, 0.09, 0.09, 0.13, -0.06, -0.19, -0.04, -0.34, 0.00, 0.09, 0.09, 0.08, 0.08, 0.08, 0.09, 0.09, -0.05, -0.20, -0.04, -0.35, 0.00, 0.09, 0.09, 0.08, 0.09, 0.09, 0.09, 0.13, -0.06, -0.20, -0.04, -0.36, 0.00, 0.09, 0.09, 0.08, 0.10, 0.09, 0.07, 0.13, -0.06, -0.20, -0.04, -0.32, -0.01, 0.09, 0.09, 0.09, 0.09, 0.09, 0.09, 0.14, -0.06, -0.20, -0.04, -0.35, 0.00, 0.09, 0.09, 0.08, 0.09, 0.09, 0.09, 0.13],
  "e_tot_ha": -2848.800729,
  "e_lumo_ha": -0.01507,
  "fmax_ev_per_a": 2.97,
  "e_homo_ev": -8.55,
  "smiles": "O=C1c2ccccc2C(=O)N1F.CN(C)C=O.CN(C)C=O.CN(C)C=O.CN(C)C=O.CN(C)C=O.CN(C)C=O.CN(C)C=O.CN(C)C=O.CN(C)C=O",
  "orbital_gap_ev": 8.14
}

---

{
  "formula": "C35H68O10P",
  "method": "the ωB97M-V functional and the def2-TZVPD basis",
  "elements": ["C", "C", "C", "O", "O", "C", "C", "C", "C", "C", "C", "P", "C", "C", "O", "C", "C", "C", "C", "O", "C", "C", "C", "C", "C", "C", "C", "C", "C", "C", "C", "O", "C", "O", "H", "H", "H", "H", "H", "H", "H", "H", "H", "H", "H", "H", "H", "H", "H", "H", "H", "H", "H", "H", "H", "H", "H", "H", "H", "H", "H", "H", "H", "H", "H", "H", "H", "H", "H", "H", "H", "H", "H", "H", "H", "H", "H", "H", "H", "H", "H", "H", "H", "H", "H", "H", "O", "C", "O", "C", "C", "C", "H", "H", "H", "H", "H", "H", "H", "H", "O", "C", "O", "C", "C", "C", "H", "H", "H", "H", "H", "H", "H", "H"],
  "xyz": [[1.822, -3.091, 2.566], [2.503, -3.260, 1.334], [2.265, -2.132, 0.227], [2.152, -0.954, 0.665], [2.220, -2.371, -1.163], [1.536, -3.618, -1.490], [0.565, -3.486, -2.787], [-0.445, -2.251, -2.637], [-1.997, -2.686, -2.540], [-2.939, -1.438, -2.087], [-3.642, -1.645, -0.669], [-2.578, -1.298, 0.860], [-1.440, -2.872, 0.741], [-1.900, -4.208, 0.761], [-3.694, -2.392, 1.666], [-3.693, -2.231, 3.090], [-2.711, -3.212, 3.887], [-3.206, -4.758, 3.874], [-1.935, -5.641, 4.375], [-1.349, -0.331, 0.101], [-1.581, 1.097, 0.301], [-2.232, 1.937, -0.905], [-2.646, 1.189, 1.542], [-3.261, 2.616, 1.920], [-2.262, 3.462, 2.878], [-0.784, 3.597, 2.273], [-0.008, 4.950, 2.656], [1.587, 4.887, 2.471], [2.111, 3.672, 1.568], [1.796, 3.871, -0.013], [2.720, 2.772, -0.773], [2.122, 2.310, -2.013], [2.176, 0.866, -2.127], [-3.572, 0.112, 1.221], [1.599, -3.959, 3.285], [1.420, -2.074, 2.887], [3.180, -4.133, 1.083], [0.870, -4.028, -0.658], [2.362, -4.369, -1.810], [0.055, -4.507, -2.874], [1.221, -3.260, -3.710], [-0.188, -1.718, -1.663], [-0.368, -1.476, -3.471], [-2.173, -3.614, -1.908], [-2.298, -2.979, -3.619], [-2.391, -0.453, -2.231], [-3.790, -1.434, -2.874], [-4.609, -1.039, -0.627], [-3.955, -2.755, -0.611], [-1.815, -1.094, 2.092], [-0.316, -2.623, 0.650], [-2.927, -4.561, 0.422], [-1.169, -5.004, 1.168], [-3.497, -1.172, 3.461], [-4.764, -2.494, 3.445], [-2.718, -2.901, 4.999], [-1.641, -3.223, 3.504], [-3.593, -5.094, 2.858], [-4.079, -4.854, 4.616], [-0.944, -5.245, 3.969], [-1.924, -5.589, 5.519], [-2.010, -6.734, 4.032], [-0.572, 1.641, 0.442], [-3.371, 1.750, -0.858], [-1.812, 1.700, -1.936], [-2.080, 3.044, -0.677], [-1.927, 1.007, 2.434], [-3.652, 3.225, 1.042], [-4.181, 2.399, 2.585], [-2.156, 2.987, 3.918], [-2.671, 4.519, 3.048], [-0.903, 3.603, 1.127], [-0.203, 2.667, 2.627], [-0.200, 5.299, 3.740], [-0.373, 5.824, 2.003], [1.933, 5.855, 1.944], [2.175, 4.861, 3.459], [3.266, 3.690, 1.642], [1.800, 2.639, 1.938], [2.149, 4.888, -0.381], [0.721, 3.615, -0.283], [3.755, 3.207, -1.049], [2.924, 1.856, -0.120], [3.203, 0.437, -1.861], [1.343, 0.416, -1.475], [1.956, 0.536, -3.208], [3.853, -5.501, -3.003], [4.906, -4.906, -2.989], [6.050, -5.546, -3.300], [7.310, -4.895, -3.504], [8.042, -4.701, -2.191], [4.973, -3.478, -2.535], [7.186, -3.960, -4.057], [7.896, -5.556, -4.147], [7.485, -4.052, -1.513], [9.027, -4.259, -2.361], [8.169, -5.659, -1.681], [5.057, -3.451, -1.447], [4.049, -2.980, -2.835], [5.785, -2.909, -2.983], [-2.204, 5.765, 0.648], [-2.272, 6.272, -0.446], [-1.257, 6.131, -1.318], [-1.316, 6.518, -2.697], [-0.960, 7.981, -2.869], [-3.439, 7.144, -0.820], [-2.285, 6.267, -3.135], [-0.576, 5.905, -3.217], [-1.670, 8.630, -2.354], [-0.947, 8.252, -3.927], [0.025, 8.186, -2.441], [-3.254, 8.161, -0.472], [-4.332, 6.753, -0.328], [-3.658, 7.150, -1.886]],
  "atomic_forces_ev_per_a": [[1.036, -0.398, -1.912], [-1.605, 0.627, 1.093], [0.304, 3.519, 2.085], [0.518, -4.048, -2.091], [-0.780, -0.498, 2.782], [-0.321, -2.012, -1.862], [0.891, 1.253, 0.279], [-0.863, -0.517, 1.113], [0.231, 0.683, -1.078], [-0.819, -1.011, -0.991], [-0.104, -0.475, -1.259], [0.040, -2.032, -0.178], [-0.302, -2.110, -1.410], [2.151, 1.698, 0.172], [-0.248, 1.333, 2.392], [-0.709, -0.823, 0.702], [-0.725, -0.849, 0.143], [0.878, 0.484, 0.445], [-0.832, -0.159, -0.068], [-0.853, 2.331, -0.308], [-0.305, 0.981, -0.443], [-0.787, -0.542, 0.311], [1.919, 0.224, -0.210], [-0.608, -0.501, 1.144], [0.364, 0.458, -0.293], [-0.265, 0.279, -0.108], [0.233, 0.579, 0.349], [0.518, -0.218, -0.479], [0.802, 0.965, -0.630], [1.213, -1.829, 0.209], [0.312, -0.015, 0.014], [0.566, -0.587, 0.498], [-0.775, -0.714, -0.276], [1.883, 2.029, 1.088], [1.043, 1.391, -1.100], [0.163, -1.599, -1.015], [-1.485, 0.823, 0.249], [1.155, 0.813, -0.814], [-1.545, 1.035, 0.891], [0.639, 1.502, -0.073], [-0.880, -0.780, 1.322], [-0.374, -0.482, -1.255], [0.120, -1.143, 0.982], [0.423, 1.370, -0.554], [0.368, 0.352, 1.548], [-0.597, -1.315, 0.498], [1.161, 0.132, 1.153], [1.358, -0.709, 0.038], [0.458, 1.699, -0.118], [-0.532, -0.056, -0.018], [-1.657, -0.666, 0.973], [1.283, 0.796, 1.111], [-1.077, 0.906, -1.213], [-0.148, -1.081, -0.833], [1.465, 0.364, -0.401], [0.156, -0.286, -1.579], [-1.443, 0.429, 0.359], [0.725, 0.595, 1.176], [1.271, -0.027, -1.028], [-1.441, -0.365, 0.501], [0.228, -0.223, -1.562], [0.019, 1.478, 0.666], [-1.368, -1.292, 0.374], [1.698, 0.202, -0.481], [-0.489, 0.237, 1.357], [-0.038, -1.324, -0.341], [-1.502, -0.499, -0.842], [0.775, -0.707, 1.025], [1.256, 0.202, -1.116], [-0.403, 0.457, -1.507], [0.362, -1.481, -0.362], [0.421, -0.164, 1.865], [-0.748, 1.492, -0.786], [0.063, -0.791, -1.511], [0.308, -1.614, 0.953], [-0.493, -1.424, 0.801], [-1.122, -0.059, -1.240], [-1.638, -0.063, -0.052], [0.187, 1.474, -0.598], [-0.887, -1.107, 0.621], [1.351, 0.685, 0.353], [-1.461, -0.416, 0.563], [-0.483, 1.285, -0.567], [-1.346, 0.613, -0.115], [1.477, 0.406, -0.754], [0.301, 0.863, 1.488], [1.040, -0.052, -0.223], [-0.726, 0.033, 0.339], [0.024, -0.496, -0.422], [0.085, 0.097, 0.193], [-0.066, 0.055, 0.201], [-0.066, 0.512, -0.528], [-0.076, -0.013, 0.120], [-0.268, -0.083, 0.033], [0.060, 0.048, -0.096], [-0.050, -0.029, -0.004], [0.031, 0.036, -0.132], [-0.021, 0.047, -0.049], [0.023, -0.147, 0.288], [0.148, -0.063, 0.190], [0.067, 0.267, -0.901], [-0.165, 0.029, 0.602], [0.268, -0.427, 0.035], [0.022, 0.170, -0.083], [-0.043, 0.180, 0.135], [-0.565, -0.254, -0.294], [0.000, 0.062, 0.116], [-0.052, -0.089, 0.288], [-0.034, -0.038, -0.100], [0.007, -0.033, 0.049], [-0.037, -0.102, -0.093], [0.004, -0.041, -0.043], [0.220, 0.111, 0.148], [0.135, 0.186, -0.021]],
  "lowdin_charge": [0.03, -0.07, -0.39, 0.03, -0.08, -0.18, -0.15, -0.20, -0.20, -0.22, -0.22, 0.57, -0.20, -0.10, -0.39, -0.29, -0.21, -0.25, -0.15, -0.32, -0.31, -0.06, -0.33, -0.14, -0.20, -0.22, -0.20, -0.22, -0.22, -0.14, -0.23, -0.25, -0.13, -0.27, 0.07, 0.09, 0.10, 0.12, 0.10, 0.12, 0.11, 0.09, 0.11, 0.08, 0.10, 0.08, 0.09, 0.09, 0.08, 0.07, 0.05, 0.06, 0.05, 0.10, 0.12, 0.11, 0.08, 0.09, 0.10, 0.05, 0.07, 0.06, 0.12, 0.09, 0.07, 0.05, 0.13, 0.10, 0.12, 0.11, 0.10, 0.08, 0.11, 0.11, 0.09, 0.10, 0.10, 0.11, 0.11, 0.11, 0.10, 0.12, 0.11, 0.09, 0.09, 0.09, 0.09, -0.51, 0.00, -0.24, -0.07, 0.02, 0.11, 0.12, 0.07, 0.08, 0.08, 0.10, 0.09, 0.07, 0.09, -0.51, 0.00, -0.23, -0.07, 0.01, 0.11, 0.13, 0.06, 0.08, 0.08, 0.09, 0.09, 0.07],
  "e_tot_ha": -2467.886153,
  "e_lumo_ha": 0.07709,
  "fmax_ev_per_a": 4.59,
  "e_homo_ev": -4.53,
  "orbital_gap_ev": 6.62,
  "charge": -1
}